Entry from the Open Molecules 2025 dataset: a 11-piece molecular cluster, C27H72BF10N9O9P overall at a distorted geometry (ωB97M-V/def2-TZVPD).

XYZ file:
```
129
Properties=species:S:1:pos:R:3:forces:R:3:lowdin_charge:R:1
C -11.429619 2.414530 -4.225774 0.38 -0.27 -0.49 0.025
C -10.751502 3.180219 -3.116437 1.73 3.90 -1.12 -0.318
O -10.188118 4.283703 -3.221411 -2.27 -4.59 0.81 0.158
N -10.627351 2.492912 -1.742374 1.42 -0.47 -0.72 0.110
H -10.526580 3.235310 -1.065042 0.14 0.56 0.39 0.173
H -11.452857 1.971846 -1.483283 -0.44 -0.36 -0.11 0.172
C -9.345337 1.577138 -1.648120 -1.42 0.04 0.27 0.063
H -12.504121 2.510738 -4.381621 -0.16 0.44 0.79 0.113
H -11.253656 1.339017 -4.205165 0.18 -0.04 0.38 0.088
H -11.025217 2.772124 -5.172707 0.23 0.18 0.17 0.107
H -9.314235 0.910489 -2.509924 0.14 0.59 -0.28 0.095
H -9.522057 0.897980 -0.814093 0.13 0.41 0.26 0.100
H -8.480140 2.220764 -1.489114 -0.19 -0.16 -0.25 0.113
C 6.054173 3.771858 -2.588277 -0.25 0.92 -1.34 0.027
C 6.827804 4.996735 -3.126928 2.03 1.04 3.64 -0.326
O 7.354036 5.870906 -2.450148 -1.83 -2.48 -2.93 0.170
N 7.150551 4.899054 -4.631826 1.30 0.11 -0.30 0.098
H 6.791486 4.037760 -5.018287 0.05 -0.74 0.19 0.149
H 6.599378 5.566325 -5.152456 0.05 1.05 -0.07 0.171
C 8.719144 4.984463 -5.046908 -1.40 -0.09 1.37 0.106
H 5.103554 3.761847 -3.121497 -0.21 -0.15 -0.11 0.090
H 5.799164 3.756141 -1.528650 0.61 0.44 -0.11 0.104
H 6.581619 2.871472 -2.903255 0.14 -0.06 0.17 0.095
H 9.117887 5.924922 -4.666582 -0.34 0.12 -0.44 0.106
H 8.762580 4.820712 -6.123651 0.07 0.16 0.25 0.108
H 9.183577 4.203992 -4.444185 -0.04 -0.17 -0.40 0.102
C -5.996525 -6.874020 0.773862 0.04 -0.09 -0.87 0.028
C -5.328788 -8.236173 0.692506 0.92 -1.83 4.78 -0.299
O -4.867872 -8.860968 1.665700 -1.55 2.23 -4.56 0.150
N -5.413498 -9.008894 -0.662590 -0.35 0.28 1.06 0.083
H -5.240111 -8.366490 -1.422437 0.01 0.18 -0.43 0.167
H -4.706015 -9.729674 -0.668151 0.72 -0.05 0.31 0.169
C -6.708403 -9.773356 -0.876782 -0.48 1.00 -0.30 0.046
H -7.073993 -7.005681 0.674802 -0.16 -0.21 -0.10 0.106
H -5.699391 -6.207124 -0.035496 0.09 -0.15 -0.24 0.093
H -5.853617 -6.304271 1.692050 0.43 -0.73 0.19 0.110
H -6.513941 -10.447643 -1.710831 -0.18 -0.35 0.47 0.117
H -7.466169 -9.062646 -1.206617 0.03 -0.01 0.09 0.108
H -7.025437 -10.192409 0.078183 0.26 -0.42 -0.31 0.123
C -1.117227 3.573654 -8.675515 -0.53 0.31 0.34 0.034
C -1.385278 3.275506 -7.229452 0.90 3.50 2.00 -0.385
O -1.723718 4.091918 -6.393088 0.40 -2.75 -1.81 0.181
N -0.909235 1.916118 -6.767455 -1.14 -1.10 -1.64 0.106
H 0.013574 1.721829 -7.129085 0.49 0.22 -0.33 0.165
H -0.820695 1.798564 -5.768242 -0.67 0.25 0.65 0.179
C -1.839637 0.861885 -7.461148 0.62 -0.49 1.67 0.057
H -0.214537 3.120690 -9.085498 -0.21 -0.32 0.04 0.104
H -0.995943 4.656251 -8.712674 -0.10 -0.04 -0.09 0.115
H -2.015364 3.330518 -9.243257 0.16 -0.13 -0.34 0.115
H -2.879878 1.175133 -7.372428 0.24 0.30 -0.42 0.118
H -1.748090 -0.019425 -6.826308 0.01 -0.11 -0.20 0.100
H -1.454684 0.618630 -8.451464 -0.30 0.46 0.06 0.112
C 4.771303 -10.314861 5.200950 1.19 -0.22 0.62 0.021
C 3.697301 -9.391916 5.652189 -4.03 -3.07 -0.08 -0.320
O 2.625925 -9.835401 6.056059 3.25 2.88 -0.92 0.173
N 3.848470 -7.834415 5.468413 -0.72 -0.48 -0.25 0.111
H 3.633691 -7.448054 6.376540 -0.83 0.24 0.52 0.173
H 4.816489 -7.558006 5.386932 0.59 -0.16 -0.79 0.168
C 2.938274 -7.234824 4.384444 -0.48 0.38 0.10 0.029
H 5.132170 -10.305497 4.172462 -0.17 0.74 -0.04 0.106
H 4.503032 -11.354025 5.391415 -0.65 0.24 0.08 0.116
H 5.615681 -10.178776 5.876666 0.47 0.25 -0.14 0.108
H 1.888132 -7.251753 4.676024 0.23 -0.56 0.51 0.107
H 2.997467 -7.736695 3.418672 0.55 -0.28 0.37 0.106
H 3.126077 -6.170460 4.243255 0.62 -0.15 0.19 0.100
C -0.453458 1.865446 8.426639 -0.63 -0.92 0.87 0.029
C -0.420316 2.982491 7.511175 2.50 0.57 -0.68 -0.445
O 0.592335 3.397539 7.039204 -0.79 0.48 -0.42 0.187
N -1.690001 3.688059 7.205345 -0.84 1.02 1.27 0.119
H -1.582837 4.355233 6.454683 0.56 0.17 -0.57 0.181
H -2.425420 3.062083 6.909709 -0.48 -0.51 0.09 0.187
C -2.131627 4.534909 8.419423 -0.46 0.51 -0.13 0.057
H -0.250788 0.955109 7.862441 -0.56 -0.17 -0.15 0.120
H -1.400170 1.856483 8.966779 0.20 -0.62 0.16 0.099
H 0.409984 1.891194 9.091394 -0.20 0.45 0.18 0.124
H -3.034993 5.086876 8.159875 -0.05 -0.27 -0.27 0.114
H -1.373769 5.296128 8.604616 0.23 -0.39 0.01 0.118
H -2.358796 3.951726 9.311824 0.34 -0.26 -0.32 0.109
C -1.698484 10.418004 4.134397 -0.66 0.80 -2.07 0.039
C -0.951739 9.647853 3.038237 1.72 -2.70 3.51 -0.326
O -0.078371 8.854048 3.348889 -1.79 1.93 -1.98 0.138
N -1.449614 9.665029 1.590284 2.61 -0.03 -0.53 0.133
H -2.351201 9.210242 1.610162 -0.69 -0.48 -0.30 0.184
H -1.599375 10.608869 1.263413 -0.26 0.64 0.07 0.177
C -0.481629 8.969552 0.565654 -1.41 -0.70 -0.48 0.040
H -1.888058 9.894169 5.071280 0.58 -0.32 -0.37 0.108
H -2.662666 10.718923 3.724630 -0.24 0.10 0.15 0.092
H -1.165956 11.355235 4.295966 0.16 -0.02 0.24 0.108
H -0.619493 7.897886 0.709265 0.32 0.19 0.23 0.101
H 0.568952 9.246493 0.477971 -0.21 0.44 1.34 0.106
H -0.847019 9.176482 -0.440216 -0.59 0.21 0.22 0.098
C 11.688967 -0.018087 3.704631 -0.29 1.04 0.22 0.038
C 10.207924 0.316314 3.629003 2.29 -0.79 -1.51 -0.390
O 9.691787 0.792592 2.681105 -1.03 0.15 0.88 0.195
N 9.398575 -0.220686 4.804475 -1.64 1.66 0.21 0.112
H 9.226186 -1.205225 4.659272 -0.20 -0.48 -0.26 0.175
H 9.944038 -0.183575 5.653704 0.43 0.25 0.41 0.171
C 8.038418 0.551079 4.999807 0.74 -0.86 0.12 0.062
H 12.164934 0.535268 4.514170 -0.10 -0.41 0.59 0.107
H 12.198349 0.426326 2.849566 -0.37 -0.43 -0.34 0.109
H 11.851794 -1.093680 3.773009 0.10 0.06 0.13 0.108
H 8.162739 1.593941 4.708109 0.12 -0.32 -0.25 0.106
H 7.778694 0.518262 6.057897 0.11 -0.21 -0.12 0.103
H 7.308498 0.003920 4.403197 0.05 0.42 0.02 0.102
C 2.331013 -9.188826 -7.783526 0.16 1.30 1.32 0.056
C 2.391193 -7.775233 -7.125680 2.35 -1.44 -4.09 -0.378
O 3.125115 -6.928769 -7.554779 -1.54 -0.37 1.67 0.189
N 1.475108 -7.519516 -6.000750 -0.01 1.33 1.91 0.107
H 0.660430 -6.996750 -6.289047 -0.37 0.38 -0.58 0.191
H 1.107979 -8.363814 -5.585436 0.00 -0.68 -0.08 0.177
C 2.178975 -6.742763 -4.922185 0.37 0.94 1.17 0.017
H 2.221576 -9.938456 -6.999831 -0.26 -0.24 -0.22 0.090
H 3.285364 -9.337679 -8.288648 -0.18 0.09 -0.04 0.110
H 1.516292 -9.198222 -8.507572 -0.09 -0.19 0.07 0.109
H 2.868928 -7.404041 -4.397980 0.10 0.10 -0.37 0.119
H 1.538838 -6.289660 -4.165200 -0.81 -0.75 -0.17 0.106
H 2.657971 -5.832315 -5.282365 0.36 -0.64 -0.77 0.109
P -0.548821 -0.142880 0.461570 -2.84 0.68 -0.41 0.183
F -1.946049 0.090615 -0.384279 0.50 -0.36 -0.97 -0.220
F 0.350400 -0.118741 -0.944373 -0.45 0.52 1.08 -0.222
F -0.572880 1.439260 0.682636 1.54 1.00 -0.76 -0.174
F 0.794456 -0.254343 1.348121 -0.42 -0.71 -0.32 -0.167
F -1.546092 -0.151975 1.778088 1.02 -1.39 0.41 -0.209
F -0.761810 -1.737363 0.212277 0.79 0.17 0.83 -0.191
B -6.350038 6.972262 1.907534 -1.65 1.87 0.46 -1.384
F -5.198773 6.305810 1.996826 2.73 -3.03 -1.08 0.137
F -6.339921 7.852206 0.827575 0.12 0.27 -0.99 0.086
F -7.534905 6.217927 1.852617 0.37 -0.45 0.06 0.083
F -6.254448 7.730556 3.068535 -1.09 1.26 1.51 0.078
```
Forces are in eV/Å.

The relative energy (zero: lowest compared OMol25 entry of this formula, charge and spin) is 0.0 kcal per mole. Its orbital gap is 6.38 eV. The net charge is +7. As for the HOMO energy: -17.00 eV.